Record 1
A gas-phase ion, C5H8N (charge +1) at a distorted geometry, computed with the ωB97M-V functional and the def2-TZVPD basis.

Geometry as XYZ:
```
14
Properties=species:S:1:pos:R:3:mulliken_charge:R:1
C 1.762 0.968 -0.276 0.049
C 2.205 -0.082 0.409 -0.388
C 1.236 -1.093 -0.119 -0.056
C -1.838 -0.218 -0.140 -1.001
C -0.691 0.632 0.433 -0.330
N 0.634 0.220 -0.252 0.070
H 1.900 2.003 -0.608 0.389
H 1.726 -1.428 -0.931 0.316
H 0.891 -1.721 0.668 0.301
H -2.273 0.302 -1.080 0.296
H -1.567 -1.265 -0.469 0.346
H -2.699 -0.234 0.581 0.329
H -0.431 0.274 1.528 0.314
H -0.856 1.644 0.256 0.366
```

For the frontier orbital gap, the calculation gives 9.68 eV. For the relative energy (zero: lowest compared OMol25 entry of this formula, charge and spin), the calculation gives 135.5 kcal/mol. As for the total energy: -249.6091 Eh. Its total charge is +1. The calculation puts the LUMO energy at -5.619 eV. As for the spin multiplicity: 1.



Record 2
A gas-phase ion, C5H8N (charge +1) at a distorted geometry, computed with the ωB97M-V functional and the def2-TZVPD basis.

Geometry as XYZ:
```
14
Properties=species:S:1:pos:R:3:mulliken_charge:R:1
C 0.814 0.054 -0.038 0.350
C 1.913 -0.702 0.134 -0.704
C 0.506 1.453 -0.028 -0.526
C -1.460 -0.668 0.568 -0.294
C -1.366 0.590 -0.246 -0.198
N -0.348 -0.563 -0.442 -0.083
H 1.603 -1.722 0.228 0.331
H 2.897 -0.258 0.575 0.289
H 0.693 2.083 0.780 0.325
H 0.436 1.850 -1.002 0.305
H -1.177 -0.704 1.628 0.225
H -2.130 -1.296 0.180 0.312
H -1.893 1.032 -1.077 0.315
H -0.489 -1.150 -1.261 0.353
```

For the frontier orbital gap, the calculation gives 10.05 eV. For the relative energy (zero: lowest compared OMol25 entry of this formula, charge and spin), the calculation gives 121.9 kcal/mol. As for the total energy: -249.6309 Eh. Its total charge is +1. The calculation puts the LUMO energy at -4.371 eV. As for the spin multiplicity: 1.



Record 3
A gas-phase ion, C5H8N (charge +1) at a distorted geometry, computed with the ωB97M-V functional and the def2-TZVPD basis.

Geometry as XYZ:
```
14
Properties=species:S:1:pos:R:3:mulliken_charge:R:1
C -0.381 -1.346 0.765 -0.128
C -0.946 -0.271 0.324 0.197
C 1.644 0.514 0.312 -0.379
C 1.405 -0.209 -0.967 -0.292
C -2.103 0.621 0.036 -0.772
N 0.466 -0.351 0.084 0.083
H -0.087 -2.398 0.909 0.382
H 2.477 0.149 0.924 0.251
H 1.474 1.632 0.461 0.238
H 0.909 0.400 -1.756 0.242
H 1.974 -1.216 -1.373 0.260
H -3.009 0.001 0.278 0.310
H -1.837 1.150 -0.917 0.309
H -1.987 1.325 0.922 0.300
```

For the frontier orbital gap, the calculation gives 11.41 eV. For the relative energy (zero: lowest compared OMol25 entry of this formula, charge and spin), the calculation gives 117.1 kcal/mol. As for the total energy: -249.6386 Eh. Its total charge is +1. The calculation puts the LUMO energy at -3.405 eV. As for the spin multiplicity: 1.



Record 4
A gas-phase ion, C5H8N (charge +1) at a distorted geometry, computed with the ωB97M-V functional and the def2-TZVPD basis.

Geometry as XYZ:
```
14
Properties=species:S:1:pos:R:3:mulliken_charge:R:1
C 0.043 1.674 0.242 -0.244
C 0.801 0.688 0.128 0.288
C -1.592 -0.376 0.724 -0.404
C -1.668 -0.122 -0.813 -0.351
C 2.296 -0.174 -0.164 -0.828
N -0.649 0.411 0.013 0.135
H -0.200 2.681 0.428 0.389
H -2.412 -0.023 1.416 0.252
H -1.420 -1.407 1.126 0.244
H -1.444 -0.904 -1.409 0.293
H -2.428 0.615 -1.289 0.229
H 2.935 0.295 -0.895 0.340
H 2.041 -1.066 -0.480 0.355
H 2.637 -0.195 0.950 0.302
```

For the frontier orbital gap, the calculation gives 12.42 eV. For the relative energy (zero: lowest compared OMol25 entry of this formula, charge and spin), the calculation gives 135.3 kcal/mol. As for the total energy: -249.6095 Eh. Its total charge is +1. The calculation puts the LUMO energy at -3.203 eV. As for the spin multiplicity: 1.



Record 5
A gas-phase ion, C5H8N (charge +1) at a distorted geometry, computed with the ωB97M-V functional and the def2-TZVPD basis.

Geometry as XYZ:
```
14
Properties=species:S:1:pos:R:3:mulliken_charge:R:1
C 0.438 -0.206 -0.677 0.435
C -1.060 0.199 1.228 -0.448
C 0.345 0.587 1.618 -0.309
C -0.857 -0.406 -0.216 -0.179
C 0.988 -0.291 -2.055 -1.017
N 1.310 0.327 0.680 -0.178
H -1.492 -0.533 2.017 0.345
H -1.642 1.198 1.171 0.302
H 0.230 1.690 1.665 0.314
H 0.644 -0.002 2.480 0.381
H -1.582 -0.843 -0.929 0.392
H 0.253 0.409 -2.488 0.296
H 0.834 -1.287 -2.508 0.315
H 1.962 0.052 -2.233 0.351
```

For the frontier orbital gap (spin up / spin down), the calculation gives 7.81 / 8.02 eV. For the relative energy (zero: lowest compared OMol25 entry of this formula, charge and spin), the calculation gives 121.1 kcal/mol. As for the total energy: -249.6321 Eh. Its total charge is +1. The calculation puts the LUMO energy (spin up / spin down) at -7.762 / -7.585 eV. As for the spin multiplicity: 1.



Record 6
2 unconnected molecules or ions with the total composition C5H8N at a distorted geometry, computed with the ωB97M-V functional and the def2-TZVPD basis.

Geometry as XYZ:
```
14
Properties=species:S:1:pos:R:3:mulliken_charge:R:1
C -3.147 0.437 -0.316 -0.406
C -2.597 0.480 0.754 -0.472
C 1.015 1.389 -0.045 -0.209
C 0.802 0.132 -0.121 0.437
C 0.079 -1.146 0.017 -1.036
N 2.183 0.527 -0.491 -0.207
H -3.599 0.454 -1.305 0.368
H -2.051 0.532 1.548 0.535
H 0.775 2.374 -0.052 0.398
H 0.838 -1.796 -0.503 0.293
H -0.754 -1.272 -0.647 0.351
H -0.420 -1.467 0.942 0.349
H 2.381 0.367 -1.429 0.286
H 2.983 0.235 0.110 0.314
```

For the frontier orbital gap, the calculation gives 10.15 eV. For the relative energy (zero: lowest compared OMol25 entry of this formula, charge and spin), the calculation gives 137.6 kcal/mol. As for the total energy: -249.6058 Eh. Its total charge is +1. The calculation puts the LUMO energy at -3.888 eV. As for the spin multiplicity: 1.